w | Below is a gas-phase ion, C6H12NO (charge +1), with properties calculated with ωB97M-V/def2-TZVPD.

CARTESIAN COORDINATES (ANGSTROEM)
N: 2.912 0.378 -1.324
C: 2.474 -0.725 -0.382
C: 0.966 -0.975 -0.521
C: 0.076 0.004 0.238
C: -1.238 -0.189 0.282
C: -2.190 0.724 0.875
C: -3.477 0.425 1.090
O: -4.217 1.438 1.650
H: 3.804 0.089 -1.735
H: 3.047 1.254 -0.823
H: 2.274 0.483 -2.118
H: 3.047 -1.621 -0.598
H: 2.753 -0.484 0.641
H: 0.758 -0.887 -1.601
H: 0.772 -2.034 -0.356
H: 0.643 0.842 0.629
H: -1.643 -1.038 -0.255
H: -1.817 1.661 1.261
H: -4.060 -0.448 0.829
H: -4.884 1.101 2.219

Properties
Spin multiplicity: 1
SMILES: [NH3+]CC/C=C/C=C/O
HOMO: -11.16 eV
Charge: +1
E_LUMO: -0.13472 Ha
HOMO-LUMO gap: 7.50 eV

---

x | Below is a gas-phase ion, C6H12NO (charge +1), with properties calculated with ωB97M-V/def2-TZVPD.

CARTESIAN COORDINATES (ANGSTROEM)
C: -1.092 1.242 -0.509
C: 0.133 1.775 -0.764
C: 1.599 0.240 0.156
C: 0.884 -0.946 -0.349
C: 2.839 0.024 0.917
C: -2.900 -0.263 0.512
N: -1.481 0.274 0.270
O: 1.350 1.487 -0.101
H: -1.757 1.539 -1.256
H: 0.225 2.600 -1.448
H: 1.800 -1.466 -0.861
H: 0.125 -0.655 -0.964
H: 0.492 -1.480 0.580
H: 3.665 -0.303 0.179
H: 2.665 -0.722 1.660
H: 3.120 1.044 1.202
H: -3.467 0.340 1.185
H: -3.394 -0.189 -0.427
H: -2.910 -1.229 0.837
H: -0.792 0.090 1.079

Properties
Spin multiplicity: 1
HOMO (alpha / beta): -12.57 / -12.57 eV
Charge: +1
E_LUMO (alpha / beta): -0.17582 / -0.17583 Ha
HOMO-LUMO gap (alpha / beta): 7.78 / 7.78 eV

---

Tell me which of them is the least stable. Sure, it is x.

---

w | Below is C4H7ClS2 in the gas phase, with properties calculated with ωB97M-V/def2-TZVPD.

CARTESIAN COORDINATES (ANGSTROEM)
C: 0.312 -1.095 1.367
C: 0.302 -0.084 0.275
Cl: 1.499 1.280 0.129
C: -0.076 -0.449 -1.128
S: 0.776 -0.029 -2.566
C: -0.899 0.612 -0.201
S: -1.501 2.175 -0.420
H: 0.743 -0.578 2.363
H: -0.864 -1.326 1.563
H: 0.884 -2.109 0.738
H: -0.505 -1.496 -1.226
H: 1.820 0.518 -2.089
H: -1.691 -0.190 0.305
H: -0.799 2.772 0.890

Properties
Spin multiplicity: 1
SMILES: C[C@@]1(Cl)[C@H](S)[C@@H]1S
HOMO: -8.63 eV
E_LUMO: 0.01260 Ha
HOMO-LUMO gap: 8.97 eV

---

x | Below is 2 unconnected molecules or ions with the total composition C4H7ClS2, with properties calculated with ωB97M-V/def2-TZVPD.

CARTESIAN COORDINATES (ANGSTROEM)
C: -0.390 1.517 0.870
C: 0.205 0.590 -0.235
C: 0.554 -0.790 0.338
C: -0.446 -0.723 -0.920
H: -0.963 0.829 1.504
H: -0.959 2.563 0.741
H: 0.336 1.448 1.815
H: 0.461 -0.914 1.457
H: 3.034 -0.907 0.473
H: -0.020 -1.005 -1.792
H: -2.884 -1.927 -1.898
S: 2.063 -1.570 -0.376
S: -2.275 -0.603 -0.696
Cl: 1.283 1.491 -1.282

Properties
Spin multiplicity: 1
HOMO: -8.98 eV
E_LUMO: -0.02121 Ha
HOMO-LUMO gap: 8.41 eV

---

Tell me which of them is the least stable. Sure, it is x.

---

w | Below is C6H10N2 in the gas phase, with properties calculated with ωB97M-V/def2-TZVPD.

CARTESIAN COORDINATES (ANGSTROEM)
C: -1.657 0.742 -2.311
C: -0.786 0.041 -1.271
C: -0.051 0.958 -0.295
C: 0.513 0.157 0.858
C: 1.564 -0.700 0.782
N: 1.622 -1.314 2.031
C: 0.732 -0.667 2.814
N: -0.014 0.150 2.127
H: -2.055 -0.027 -2.983
H: -2.551 1.186 -1.872
H: -1.078 1.385 -2.975
H: -0.024 -0.557 -1.780
H: -1.439 -0.648 -0.733
H: -0.745 1.675 0.137
H: 0.832 1.441 -0.714
H: 2.142 -1.114 -0.024
H: 2.458 -1.774 2.370
H: 0.537 -0.936 3.838

Properties
Spin multiplicity: 1
SMILES: CCCc1c[nH]cn1
HOMO: -8.65 eV
E_LUMO: 0.03536 Ha
HOMO-LUMO gap: 9.61 eV

---

x | Below is C6H10N2 in the gas phase, with properties calculated with ωB97M-V/def2-TZVPD.

CARTESIAN COORDINATES (ANGSTROEM)
C: 1.209 -1.166 -1.394
C: 1.318 -0.536 -0.241
C: 2.775 -1.006 0.800
N: 3.700 -1.566 1.211
N: 0.685 0.299 0.548
C: -0.685 0.829 0.453
C: -1.656 -0.142 1.125
C: -1.083 1.167 -0.978
H: 0.838 -0.657 -2.271
H: 1.596 -2.164 -1.525
H: 1.263 0.554 1.351
H: -0.661 1.755 1.037
H: -2.638 0.321 1.207
H: -1.738 -1.063 0.551
H: -1.311 -0.398 2.126
H: -0.352 1.823 -1.452
H: -1.214 0.273 -1.585
H: -2.046 1.676 -0.963

Properties
Spin multiplicity: 1
SMILES: C=C(C#N)NC(C)C
HOMO: -8.57 eV
E_LUMO: 0.01502 Ha
HOMO-LUMO gap: 8.98 eV

---

y | Below is C6H10N2 in the gas phase, with properties calculated with ωB97M-V/def2-TZVPD.

CARTESIAN COORDINATES (ANGSTROEM)
C: -1.988 -0.889 0.940
C: -1.490 -0.329 -0.363
N: -1.899 1.144 -0.571
C: 0.013 -0.084 -0.262
C: 1.069 -1.021 -0.664
C: 2.334 -0.472 -0.216
N: 2.019 0.643 0.599
C: 0.727 0.902 0.304
H: -1.313 -1.751 1.456
H: -1.919 -0.218 1.794
H: -3.027 -1.205 0.963
H: -1.620 -1.104 -1.075
H: -1.233 1.403 -1.282
H: -2.914 1.344 -0.719
H: 0.972 -1.940 -1.375
H: 3.285 -0.939 -0.033
H: 2.758 1.426 0.736
H: 0.183 1.825 0.899

Properties
Spin multiplicity: 1
SMILES: C[C@@H](N)c1cc[nH]c1
HOMO: -8.15 eV
E_LUMO: 0.03805 Ha
HOMO-LUMO gap: 9.19 eV

---

z | Below is C6H10N2 in the gas phase, with properties calculated with ωB97M-V/def2-TZVPD.

CARTESIAN COORDINATES (ANGSTROEM)
C: -0.282 -0.954 1.245
C: -1.327 -0.796 0.418
C: -0.976 0.061 -0.763
C: -0.539 1.456 -0.262
N: 0.536 1.283 0.736
C: 0.928 -0.146 0.820
C: 1.364 -0.547 -0.604
N: 0.185 -0.477 -1.486
H: -0.259 -1.539 2.132
H: -2.303 -1.266 0.543
H: -1.803 0.135 -1.451
H: -0.159 2.004 -1.116
H: -1.374 1.997 0.192
H: 0.239 1.605 1.635
H: 1.761 -0.241 1.526
H: 1.800 -1.549 -0.613
H: 2.120 0.172 -0.907
H: -0.068 -1.402 -1.814

Properties
Spin multiplicity: 1
SMILES: C1=C[C@H]2CN[C@@H]1CN2
HOMO: -8.42 eV
E_LUMO: 0.03849 Ha
HOMO-LUMO gap: 9.47 eV

---

Tell me which of them is the least stable. Sure, it is x.

---

w | Below is 2 unconnected molecules or ions with the total composition C2H9NO, with properties calculated with ωB97M-V/def2-TZVPD.

CARTESIAN COORDINATES (ANGSTROEM)
C: 0.184 0.086 -0.483
C: 0.344 -0.431 0.903
N: 1.786 -0.648 1.178
H: 0.899 0.918 -0.593
H: -0.837 0.479 -0.617
H: 0.383 -0.655 -1.276
H: -0.168 0.213 1.644
H: -0.189 -1.401 0.875
H: 1.958 -0.904 2.157
H: 2.331 0.204 1.007
O: -2.117 0.426 -1.855
H: -3.031 0.653 -1.570
H: -1.542 1.060 -1.370

Properties
Spin multiplicity: 1
SMILES: CCN.O
HOMO: -9.30 eV
E_LUMO: 0.03254 Ha
HOMO-LUMO gap: 10.19 eV

---

x | Below is 3 unconnected molecules or ions with the total composition C2H9NO, with properties calculated with ωB97M-V/def2-TZVPD.

CARTESIAN COORDINATES (ANGSTROEM)
C: -2.669 -0.402 -0.031
C: 2.480 -0.659 -0.578
H: -1.162 0.939 0.331
H: -3.029 1.241 0.787
H: -3.772 -0.444 0.125
H: -2.552 -0.334 -1.111
H: -2.349 -1.485 0.485
H: 3.415 0.999 0.490
H: 1.798 -1.152 -1.566
H: 3.532 -0.650 -0.860
H: 2.324 -1.527 0.185
N: -2.108 0.576 0.761
O: 2.211 0.594 -0.068

Properties
Spin multiplicity: 1
HOMO: -8.88 eV
E_LUMO: -0.00938 Ha
HOMO-LUMO gap: 8.62 eV

---

y | Below is 2 unconnected molecules or ions with the total composition C2H9NO, with properties calculated with ωB97M-V/def2-TZVPD.

CARTESIAN COORDINATES (ANGSTROEM)
C: 0.243 -2.398 -0.143
O: 0.846 -1.194 -0.580
C: 1.600 -0.597 0.441
H: 0.910 -2.908 0.542
H: 0.067 -3.093 -0.965
H: -0.756 -2.176 0.253
H: 2.106 0.275 0.050
H: 2.326 -1.342 0.789
H: 0.994 -0.396 1.333
N: -2.388 3.720 0.132
H: -1.707 2.980 0.001
H: -2.508 3.783 1.137
H: -1.987 4.581 -0.215

Properties
Spin multiplicity: 1
SMILES: COC.N
HOMO: -9.83 eV
E_LUMO: 0.03221 Ha
HOMO-LUMO gap: 10.70 eV

---

z | Below is 2 unconnected molecules or ions with the total composition C2H9NO, with properties calculated with ωB97M-V/def2-TZVPD.

CARTESIAN COORDINATES (ANGSTROEM)
C: 1.062 -0.832 -0.203
O: -0.255 -0.372 -0.357
C: -1.298 -1.321 -0.356
H: 1.130 -1.894 -0.444
H: 1.379 -0.728 0.833
H: 1.712 -0.220 -0.818
H: -0.890 -2.330 -0.421
H: -1.916 -1.135 -1.222
H: -1.916 -1.144 0.524
N: 0.380 2.557 0.548
H: 0.716 2.416 1.481
H: -0.373 3.219 0.517
H: 0.269 1.783 -0.082

Properties
Spin multiplicity: 1
SMILES: COC.N
HOMO: -9.13 eV
E_LUMO: 0.03755 Ha
HOMO-LUMO gap: 10.16 eV

---

Tell me which of them is the least stable. Sure, it is x.

---

w | Below is 2 unconnected molecules or ions with the total composition C2H9NO, with properties calculated with ωB97M-V/def2-TZVPD.

CARTESIAN COORDINATES (ANGSTROEM)
N: -1.502 -0.637 -0.368
C: -1.401 0.616 0.358
O: -0.575 1.557 -0.294
H: -0.619 -0.899 -0.754
H: -1.816 -1.387 0.213
H: -2.331 1.098 0.467
H: -1.009 0.327 1.338
H: -1.020 2.104 -0.945
C: 2.043 -0.622 0.024
H: 2.990 -1.106 0.165
H: 2.270 0.513 0.261
H: 1.160 -0.889 0.563
H: 1.809 -0.676 -1.029

Properties
Spin multiplicity: 1
SMILES: NCO.C
HOMO: -9.26 eV
E_LUMO: 0.03577 Ha
HOMO-LUMO gap: 10.23 eV

---

x | Below is 2 unconnected molecules or ions with the total composition C2H9NO, with properties calculated with ωB97M-V/def2-TZVPD.

CARTESIAN COORDINATES (ANGSTROEM)
C: 0.113 2.014 0.382
O: 0.005 1.684 -0.993
C: -0.953 0.764 -1.439
H: -0.136 3.062 0.573
H: 1.120 1.794 0.724
H: -0.709 1.443 0.826
H: -1.400 1.116 -2.365
H: -1.795 0.713 -0.730
H: -0.477 -0.218 -1.447
N: 0.842 -3.739 1.559
H: 0.479 -3.254 2.361
H: 1.746 -4.167 1.652
H: 0.158 -4.397 1.221

Properties
Spin multiplicity: 1
SMILES: COC.N
HOMO: -9.52 eV
E_LUMO: 0.03701 Ha
HOMO-LUMO gap: 10.53 eV

---

y | Below is 2 unconnected molecules or ions with the total composition C2H9NO, with properties calculated with ωB97M-V/def2-TZVPD.

CARTESIAN COORDINATES (ANGSTROEM)
N: 0.748 1.472 1.038
C: -0.068 0.799 0.077
O: -1.428 0.682 0.484
H: 1.258 2.278 0.746
H: 0.740 1.178 1.983
H: -0.091 1.334 -0.872
H: 0.346 -0.199 -0.097
H: -1.478 1.058 1.353
C: 0.601 -2.640 -1.465
H: -0.396 -2.672 -1.900
H: 1.140 -3.562 -1.278
H: 0.443 -2.223 -0.470
H: 1.204 -1.996 -2.101

Properties
Spin multiplicity: 1
SMILES: NCO.C
HOMO: -9.25 eV
E_LUMO: 0.03778 Ha
HOMO-LUMO gap: 10.28 eV

---

Tell me which of them is the least stable. Sure, it is x.